Record 1
C2H6N2 | ωB97M-V with the def2-TZVPD basis set

Last column: Mulliken charge in e.
CARTESIAN COORDINATES (ANGSTROEM)
1 H -1.1201 1.6347 -1.8507  0.245
2 N -1.5299 0.7494 -1.6300  -0.737
3 C -0.5826 0.1792 -0.9403  0.181
4 N -0.4031 -0.3076 0.3356  -0.279
5 C 0.8618 -0.5195 1.0500  -0.596
6 H 0.4086 0.5071 -1.2161  0.155
7 H -1.3820 -0.4627 0.5846  0.264
8 H 1.0449 -1.5052 1.5983  0.248
9 H 0.9876 0.1505 1.8052  0.305
10 H 1.7147 -0.4260 0.2635  0.214

Summary:
**Energy above the lowest of the compared OMol25 structures with the same formula, charge and spin**: 2.861 eV
**Energy**: -189.224429 Eh
**HOMO level**: -8.4 eV
**HOMO-LUMO gap**: 9.37 eV
**SMILES string**: [H]/N=C/NC
**Spin multiplicity**: 1


Record 2
C23H20N2O4 | ωB97M-V with the def2-TZVPD basis set

Last column: Mulliken charge in e.
CARTESIAN COORDINATES (ANGSTROEM)
1 C -5.7771 -0.4508 -0.6681  -1.164
2 C -4.9031 -0.5407 0.5852  -1.022
3 C -3.5075 -0.0643 0.2915  0.613
4 N -3.3184 1.2154 0.4586  -0.618
5 C -2.1249 1.7659 0.1789  -0.409
6 C -1.9851 3.1607 0.3275  -0.417
7 C -0.7981 3.7688 0.0315  -0.726
8 C 0.2876 3.0078 -0.4256  -0.916
9 C 0.1863 1.6503 -0.5624  -0.814
10 C -1.0189 0.9881 -0.2595  0.673
11 C -1.2242 -0.4176 -0.3631  0.716
12 C -0.0485 -1.2791 -0.6677  0.143
13 O 0.7988 -1.0499 -1.4962  -0.601
14 O -0.0192 -2.3529 0.1360  -0.231
15 C 1.0962 -3.2274 0.0333  -0.637
16 C 2.1578 -2.8666 1.0767  -0.965
17 N 2.7572 -1.5885 0.7828  0.254
18 C 2.3431 -0.3949 1.3594  0.365
19 O 1.4896 -0.2972 2.2038  -0.651
20 C 3.1747 0.6534 0.7225  0.331
21 C 3.2158 2.0156 0.9334  -0.449
22 C 4.1013 2.7605 0.1606  -0.537
23 C 4.9117 2.1547 -0.7872  -0.547
24 C 4.8755 0.7788 -0.9925  -0.563
25 C 4.0006 0.0400 -0.2242  0.428
26 C 3.7343 -1.4172 -0.1933  0.258
27 O 4.2370 -2.3128 -0.8201  -0.654
28 C -2.4799 -0.9503 -0.1397  1.336
29 C -2.7833 -2.4034 -0.3432  -2.045
30 H -5.8129 0.5781 -1.0165  0.346
31 H -5.3821 -1.0683 -1.4721  0.321
32 H -6.7894 -0.7797 -0.4451  0.362
33 H -4.8955 -1.5599 0.9706  0.414
34 H -5.3209 0.1181 1.3471  0.386
35 H -2.8427 3.7175 0.6710  0.470
36 H -0.6896 4.8382 0.1397  0.390
37 H 1.2149 3.5021 -0.6770  0.540
38 H 1.0241 1.0836 -0.9352  0.851
39 H 1.5252 -3.1606 -0.9726  0.429
40 H 0.7153 -4.2337 0.2190  0.400
41 H 2.9407 -3.6287 1.0703  0.409
42 H 1.6959 -2.7942 2.0646  0.429
43 H 2.5759 2.4786 1.6681  0.543
44 H 4.1565 3.8301 0.3001  0.451
45 H 5.5839 2.7609 -1.3760  0.411
46 H 5.5051 0.3004 -1.7262  0.508
47 H -3.7779 -2.5342 -0.7608  0.475
48 H -2.0671 -2.8640 -1.0174  0.416
49 H -2.7389 -2.9309 0.6096  0.298

Summary:
**Energy above the lowest of the compared OMol25 structures with the same formula, charge and spin**: 0.020 eV
**Energy**: -1299.010547 Eh
**HOMO level**: -8.6 eV
**HOMO-LUMO gap**: 8.23 eV
**SMILES string**: CCc1nc2ccccc2c(C(=O)OCCN2C(=O)c3ccccc3C2=O)c1C
**Spin multiplicity**: 1


Record 3
C9H19NOS | ωB97M-V with the def2-TZVPD basis set

Last column: Mulliken charge in e.
CARTESIAN COORDINATES (ANGSTROEM)
1 C 2.1160 -1.0264 2.4880  -0.859
2 C 2.2996 -0.8134 1.2024  -0.052
3 C 1.7339 -1.6425 0.1344  -0.627
4 C 0.9530 -0.7819 -0.9426  0.618
5 C 0.1727 -1.6709 -1.8726  -1.161
6 C 0.1751 0.3438 -0.2465  -1.122
7 C 0.0266 1.6068 -0.5851  0.904
8 C 0.6388 2.0986 -1.8967  -1.409
9 C -0.6989 2.6631 0.2164  -1.350
10 H 2.6281 -0.5238 3.2692  0.319
11 H 1.5157 -1.9454 2.8345  0.183
12 H 2.8343 0.0905 0.7613  0.241
13 H 0.9685 -2.3923 0.6382  0.271
14 H 2.6015 -2.1448 -0.4480  0.277
15 H 1.7675 -0.3746 -1.6803  0.289
16 H 0.5280 -1.3599 -2.8871  0.316
17 H 0.5646 -2.6919 -1.6857  0.310
18 H -0.8753 -1.5474 -1.5490  0.247
19 H -0.2864 0.1212 0.6988  0.632
20 H 0.2471 3.1581 -2.1230  0.358
21 H 1.7198 2.3922 -1.8884  0.298
22 H 0.4461 1.5104 -2.7703  0.340
23 H -1.6803 2.2982 0.3357  0.219
24 H -0.7513 3.5164 -0.4242  0.386
25 H -0.3450 2.7750 1.2031  0.333
26 N -3.0301 0.0766 2.0361  -0.429
27 S -3.1084 -0.1062 0.3922  0.206
28 O -4.6593 0.2085 -0.2869  -0.502
29 H -2.9973 -0.7300 2.7054  0.230
30 H -3.2015 0.9953 2.4025  0.233
31 H -5.3346 -0.2657 0.1842  0.302

Summary:
**Energy above the lowest of the compared OMol25 structures with the same formula, charge and spin**: 3.489 eV
**Energy**: -882.370028 Eh
**HOMO level**: -8.6 eV
**HOMO-LUMO gap**: 9.03 eV
**SMILES string**: C=CC[C@@H](C)C=C(C)C.NSO
**Spin multiplicity**: 1


Record 4
C4H8FNO | ωB97M-V with the def2-TZVPD basis set

Last column: Mulliken charge in e.
CARTESIAN COORDINATES (ANGSTROEM)
1 C 2.1058 0.2634 0.1701  -1.343
2 C 0.6040 0.1712 -0.2714  1.061
3 F 0.5568 0.2761 -1.6487  -0.345
4 N -0.0398 -1.0452 0.1670  -0.474
5 C -1.4374 -0.7972 -0.1057  -0.611
6 C -1.5682 0.7319 0.0424  -0.351
7 O -0.2125 1.2033 0.2170  -0.455
8 H 2.7129 0.8398 -0.6844  0.297
9 H 2.3986 -0.7090 0.1212  0.432
10 H 2.1277 0.6038 1.2125  0.303
11 H 0.0379 -1.2362 1.1571  0.280
12 H -1.9184 -1.2778 0.7001  0.384
13 H -1.5091 -1.2938 -1.1758  0.237
14 H -1.8703 1.0732 -0.8584  0.303
15 H -1.9882 1.1964 0.9570  0.283

Summary:
**Energy above the lowest of the compared OMol25 structures with the same formula, charge and spin**: 0.969 eV
**Energy**: -387.026751 Eh
**HOMO level**: -9.7 eV
**HOMO-LUMO gap**: 10.64 eV
**SMILES string**: C[C@@]1(F)NCCO1
**Spin multiplicity**: 1


Record 5
C19H23N3O7 | ωB97M-V with the def2-TZVPD basis set

Last column: Mulliken charge in e.
CARTESIAN COORDINATES (ANGSTROEM)
1 C 3.1042 4.3213 -2.1418  -1.438
2 C 2.4498 2.9483 -2.1736  -0.090
3 O 1.0904 3.1298 -1.8069  -0.455
4 C 0.2666 2.0971 -1.5281  0.394
5 C -0.9487 2.4785 -0.9576  -0.559
6 C -1.9069 1.5545 -0.6124  -1.485
7 C -1.6481 0.2000 -0.7940  -0.526
8 C -2.6428 -0.7624 -0.2979  0.429
9 O -3.7593 -0.4717 0.0614  -0.629
10 O -2.1592 -2.0200 -0.2069  -0.253
11 C -2.9704 -2.9452 0.4992  -0.430
12 C -3.6123 -2.3913 1.7716  0.305
13 O -4.7166 -2.7270 2.1154  -0.639
14 N -2.8719 -1.5133 2.5253  0.002
15 C -1.5734 -1.0918 2.3261  -0.148
16 N -1.3421 0.1912 2.5580  -0.421
17 C -0.1073 0.6301 2.3252  0.469
18 O 0.1637 1.9220 2.4918  -0.427
19 C -0.9194 2.7487 2.8846  -0.628
20 C 0.9100 -0.2209 1.8999  -0.342
21 C 0.5579 -1.5573 1.7496  0.521
22 O 1.4910 -2.4348 1.3703  -0.467
23 C 1.0641 -3.7770 1.2087  -0.692
24 N -0.6792 -1.9943 1.9605  -0.178
25 C -0.4429 -0.2014 -1.3690  0.060
26 C 0.5038 0.7246 -1.7773  1.385
27 O 1.6541 0.4010 -2.4439  -0.459
28 C 1.9021 -0.9318 -2.8483  -0.672
29 C 2.5801 -1.7594 -1.7623  -0.457
30 H 2.5976 4.9897 -2.8325  0.331
31 H 4.1487 4.2378 -2.4276  0.417
32 H 3.0397 4.7430 -1.1425  0.331
33 H 2.5180 2.5175 -3.1781  0.264
34 H 2.9441 2.2732 -1.4673  0.308
35 H -1.1080 3.5339 -0.8029  0.481
36 H -2.8498 1.8532 -0.1824  0.565
37 H -3.7912 -3.2948 -0.1373  0.305
38 H -2.3129 -3.7785 0.7562  0.322
39 H -3.4216 -0.9208 3.1365  0.285
40 H -0.5248 3.7618 2.9087  0.248
41 H -1.7371 2.6705 2.1665  0.240
42 H -1.2856 2.4583 3.8713  0.315
43 H 1.9047 0.1342 1.7072  0.540
44 H 0.6530 -4.1653 2.1420  0.400
45 H 1.9512 -4.3368 0.9202  0.259
46 H 0.3000 -3.8432 0.4313  0.197
47 H -0.2754 -1.2568 -1.5052  0.685
48 H 0.9781 -1.4096 -3.1931  0.402
49 H 2.5746 -0.8295 -3.7063  0.402
50 H 1.9678 -1.8105 -0.8673  -0.175
51 H 3.5326 -1.3086 -1.4954  0.321
52 H 2.7592 -2.7663 -2.1295  0.387

Summary:
**Energy above the lowest of the compared OMol25 structures with the same formula, charge and spin**: 1.228 eV
**Energy**: -1428.790653 Eh
**HOMO level**: -8.3 eV
**HOMO-LUMO gap**: 8.85 eV
**SMILES string**: CCOc1ccc(C(=O)OCC(=O)Nc2nc(OC)cc(OC)n2)cc1OCC
**Spin multiplicity**: 1


Record 6
C6H5NO2S | ωB97M-V with the def2-TZVPD basis set

Last column: Mulliken charge in e.
CARTESIAN COORDINATES (ANGSTROEM)
1 O 2.8393 -1.0261 0.7739  -0.523
2 C 2.0593 -0.5745 -0.0020  0.235
3 S 2.3167 0.1479 -1.5770  0.015
4 O 0.7210 0.4442 -1.9244  -0.375
5 C -0.1892 -0.2189 -1.0476  0.326
6 C 0.5733 -0.3994 0.3057  -0.194
7 C -0.0558 0.7754 1.2310  -0.412
8 C -1.4652 0.9071 0.6141  -0.014
9 C -2.3761 0.1738 0.0547  -0.317
10 N -1.3373 0.5888 -0.8001  -0.474
11 H -0.4672 -1.2500 -1.5207  0.299
12 H 0.2672 -1.3894 0.6415  0.372
13 H 0.0015 0.4547 2.2959  0.369
14 H 0.3476 1.7327 0.8730  0.292
15 H -3.2352 -0.3663 0.0820  0.402

Summary:
**Energy above the lowest of the compared OMol25 structures with the same formula, charge and spin**: 3.650 eV
**Energy**: -834.856315 Eh
**HOMO level**: -8.3 eV
**HOMO-LUMO gap**: 8.21 eV
**SMILES string**: O=C1SO[C@H]2[C@@H]1CC1=CN12
**Spin multiplicity**: 1


Among the records above, which one has the lowest HOMO level? C4H8FNO


Among the records above, which one has the lowest energy? C19H23N3O7


Which value of energy does entry 1 give? -189.224429 Eh